Entry 1:
DFT (the ωB97M-V functional and the def2-TZVPD basis) results for a cluster of 2 separate species, C25H53BN4O6 in total at a distorted geometry.

Each line ends with the Mulliken charge.
Geometry (Å):
C 0.900 -3.748 2.445  -1.30
C 0.971 -2.685 1.237  0.29
O 1.612 -1.426 1.662  -0.21
N 2.488 -1.095 0.668  0.37
C 3.877 -1.662 0.803  -0.69
B 4.220 -1.716 2.410  0.67
O 4.026 -2.945 3.159  -0.66
O 4.677 -0.592 3.153  -0.59
C 2.204 -0.328 -0.382  0.21
N 3.130 -0.021 -1.452  -0.66
C 2.425 0.813 -2.356  0.44
C 3.044 1.376 -3.685  -0.75
C 3.458 2.914 -3.629  -0.41
O 4.890 2.972 -3.466  -0.51
N 1.135 0.998 -1.811  -0.02
C 0.214 1.882 -2.560  -0.82
C -0.749 1.135 -3.595  -0.93
C -0.884 -0.438 -3.379  0.38
C -2.416 -0.931 -3.595  -0.88
C -2.864 -1.802 -2.338  -0.88
C -3.555 -0.922 -1.182  0.13
C -5.139 -0.943 -1.323  -0.73
C -5.902 -0.385 -0.027  -0.43
C -6.185 1.175 -0.188  -0.35
C -7.318 1.696 0.820  -0.59
O -7.365 0.939 2.052  -0.35
C -6.517 1.537 3.048  -0.51
N 0.966 0.320 -0.645  1.08
C -0.302 0.387 0.114  0.56
C 0.012 1.202 1.482  -0.94
C -1.068 2.341 1.794  0.71
C -0.437 3.781 1.446  -1.27
C -1.272 2.332 3.396  -1.34
H 0.529 -3.264 3.402  0.29
H 0.111 -4.513 2.140  0.41
H 1.868 -4.310 2.581  0.30
H -0.088 -2.538 0.868  0.10
H 1.547 -3.200 0.412  0.25
H 4.660 -0.959 0.363  0.35
H 3.958 -2.699 0.340  0.19
H 3.235 -2.763 3.713  0.27
H 4.468 -0.734 4.100  0.29
H 3.890 0.684 -3.998  0.37
H 2.235 1.259 -4.487  0.26
H 3.137 3.392 -4.601  0.25
H 2.934 3.408 -2.753  0.36
H 5.082 3.722 -2.873  0.33
H -0.447 2.402 -1.787  0.07
H 0.746 2.712 -3.130  0.45
H -1.771 1.640 -3.536  0.46
H -0.340 1.337 -4.636  0.27
H -0.298 -0.946 -4.213  0.43
H -0.592 -0.807 -2.354  -0.43
H -3.118 -0.082 -3.847  0.37
H -2.446 -1.639 -4.494  0.36
H -1.978 -2.363 -1.892  0.28
H -3.616 -2.608 -2.635  0.51
H -3.137 0.143 -1.179  -0.20
H -3.276 -1.377 -0.182  0.33
H -5.397 -0.311 -2.236  0.21
H -5.455 -2.027 -1.497  0.41
H -6.921 -0.903 -0.031  0.31
H -5.392 -0.641 0.947  0.23
H -5.207 1.715 0.016  -0.01
H -6.515 1.396 -1.249  0.36
H -8.348 1.679 0.355  0.33
H -7.056 2.786 1.057  0.34
H -6.702 1.068 4.067  0.25
H -6.799 2.640 3.167  0.30
H -5.404 1.413 2.828  0.11
H -1.138 0.927 -0.414  0.00
H -0.703 -0.619 0.438  -0.49
H 1.003 1.747 1.308  0.34
H 0.193 0.504 2.352  0.29
H -2.044 2.165 1.250  0.06
H -1.217 4.562 1.721  0.42
H -0.233 3.855 0.328  0.20
H 0.518 3.977 2.026  0.32
H -0.237 2.295 3.865  0.34
H -1.784 1.357 3.702  0.32
H -1.859 3.248 3.706  0.39
C 7.975 -3.032 2.229  -0.60
C 8.844 -3.211 0.964  -0.31
O 9.574 -4.314 1.113  -0.86
H 8.585 -2.919 3.130  0.37
H 7.355 -2.122 2.133  0.02
H 7.294 -3.878 2.378  0.19
H 9.382 -2.243 0.841  0.16
H 8.124 -3.173 0.109  0.08

Atoms 1-2, force components in eV/Å:
-0.639 0.228 -0.717
-0.590 -2.432 1.035

Properties
* HOMO: -3.58 eV
* electronic energy: -45696.7051 eV
* LUMO level: -0.91 eV

---

Entry 2:
DFT (the ωB97M-V functional and the def2-TZVPD basis) results for a structure of composition C25H54IrN12.

Each line ends with the Mulliken spin population.
Geometry (Å):
Ir 0.838 -0.493 -0.530  2.12
C 2.688 -3.014 1.442  0.01
N 2.351 -3.634 0.165  0.04
C 3.432 -4.425 -0.425  0.00
C 1.112 -3.602 -0.344  0.01
N 0.347 -2.490 -0.187  0.26
C -1.083 -2.677 0.071  0.00
C -1.597 -1.535 0.929  0.00
N -1.343 -0.194 0.322  0.24
C -1.644 0.812 1.381  -0.02
C -1.666 2.291 1.020  0.00
N -0.361 2.859 0.699  -0.02
C -0.107 4.022 1.094  0.01
N 1.065 4.724 0.757  0.47
C 1.141 5.353 -0.556  -0.02
C 1.988 5.192 1.780  -0.03
N -0.962 4.913 1.797  0.47
C -1.867 5.760 1.028  -0.03
C -0.768 5.236 3.201  -0.03
C -2.211 0.006 -0.862  -0.04
C -1.473 0.694 -1.998  0.03
N -0.262 -0.071 -2.348  0.10
C -0.020 -0.427 -3.571  0.00
N -1.095 -0.343 -4.568  0.82
C -1.016 0.631 -5.630  -0.02
C -2.226 -1.233 -4.499  -0.02
N 1.134 -0.840 -4.080  0.05
C 2.384 -0.699 -3.335  0.12
C 1.247 -1.623 -5.323  0.01
N 0.650 -4.673 -1.007  0.02
C -0.307 -4.554 -2.097  0.00
C 1.009 -6.053 -0.651  0.00
H 3.458 -2.252 1.308  0.00
H 3.077 -3.783 2.111  0.00
H 1.799 -2.576 1.883  0.00
H 4.334 -3.813 -0.431  0.00
H 3.187 -4.696 -1.448  0.00
H 3.639 -5.328 0.150  0.00
H -1.267 -3.610 0.609  0.00
H -1.661 -2.740 -0.857  0.01
H -1.085 -1.556 1.892  -0.01
H -2.668 -1.663 1.119  0.00
H -0.944 0.648 2.200  0.01
H -2.644 0.588 1.772  -0.01
H -2.129 2.798 1.872  0.01
H -2.333 2.470 0.171  -0.01
H 0.697 6.354 -0.542  0.03
H 0.629 4.733 -1.288  0.00
H 2.189 5.457 -0.833  0.01
H 1.938 4.553 2.658  0.00
H 1.788 6.230 2.067  0.03
H 2.997 5.154 1.368  0.01
H -1.813 5.512 -0.029  0.00
H -1.617 6.814 1.172  0.02
H -2.889 5.605 1.383  0.02
H -0.313 4.400 3.727  0.00
H -1.743 5.454 3.639  0.02
H -0.147 6.130 3.323  0.03
H -3.102 0.583 -0.598  0.00
H -2.567 -0.964 -1.207  -0.01
H -1.145 1.689 -1.695  0.03
H -2.157 0.821 -2.841  -0.02
H -0.013 1.040 -5.705  0.00
H -1.731 1.436 -5.407  0.05
H -1.342 0.176 -6.570  0.04
H -2.241 -1.761 -3.550  0.01
H -2.147 -1.955 -5.325  0.04
H -3.149 -0.670 -4.669  0.04
H 2.388 0.245 -2.794  -0.02
H 3.199 -0.694 -4.056  0.01
H 2.530 -1.532 -2.641  -0.05
H 0.283 -1.773 -5.802  0.00
H 1.661 -2.604 -5.090  0.00
H 1.914 -1.113 -6.017  0.00
H -0.313 -3.529 -2.468  0.00
H -1.315 -4.843 -1.790  0.00
H 0.002 -5.220 -2.904  0.00
H 1.467 -6.079 0.333  0.00
H 1.681 -6.499 -1.384  0.00
H 0.093 -6.641 -0.616  0.00
C 3.602 0.598 4.180  0.00
N 3.299 0.539 2.745  0.02
C 4.205 0.706 1.725  -0.01
C 3.527 0.493 0.568  0.01
N 2.210 0.197 0.871  0.06
C 2.119 0.239 2.197  0.06
H 4.523 1.156 4.318  0.00
H 3.729 -0.407 4.577  0.00
H 2.796 1.102 4.706  0.00
H 5.236 0.954 1.911  0.00
H 3.890 0.538 -0.444  0.00
H 1.233 0.034 2.775  0.00

Atoms 1-2, force components in eV/Å:
-0.039 -0.139 0.146
0.013 0.015 -0.015

Properties
* total charge: +4
* HOMO (alpha / beta): -17.85 / -18.76 eV
* electronic energy: -47479.4653 eV
* LUMO level (alpha / beta): -9.31 / -13.91 eV
* ⟨S²⟩: 8.77
* spin multiplicity: 6
* ΔE to the lowest compared entry with this formula, charge and spin: 2.06 kcal per mole

---

Entry 3:
DFT (the ωB97M-V functional and the def2-TZVPD basis) results for a structure of composition C25H55BrCaClF6N5O11P2V at a distorted geometry.

Each line ends with the Mulliken charge.
Geometry (Å):
C 1.919 4.500 1.553  -0.70
C 2.532 3.277 0.691  -0.24
O 3.973 3.283 0.604  -0.34
C 4.593 2.758 1.792  -0.06
C 5.950 3.629 1.997  -1.02
C 5.456 5.057 2.521  0.57
C 5.493 6.216 1.550  -0.32
C 4.939 7.471 2.212  -0.18
C 4.490 7.306 3.644  -0.18
N 4.529 6.213 4.487  -0.90
N 5.018 5.176 3.827  0.48
H 1.253 5.161 0.896  0.32
H 1.326 4.078 2.438  0.27
H 2.766 5.155 1.937  0.03
H 2.151 3.437 -0.381  0.35
H 2.090 2.302 1.072  0.25
H 3.922 3.040 2.685  0.26
H 4.806 1.630 1.763  0.16
H 6.656 3.113 2.722  0.38
H 6.506 3.732 1.006  0.35
H 5.848 6.152 0.484  0.38
H 4.837 8.468 1.688  0.36
H 4.040 8.242 4.128  0.39
H 5.072 4.314 4.404  0.38
C 1.799 11.277 -0.864  -0.47
C 2.317 12.436 -0.046  -0.49
C 3.177 11.729 0.999  0.13
O 3.677 10.552 0.384  -0.23
C 2.986 10.338 -0.860  -0.38
H 1.478 11.557 -1.868  0.38
H 0.950 10.808 -0.352  0.09
H 2.935 13.073 -0.670  0.45
H 1.531 13.050 0.396  0.31
H 2.570 11.428 1.869  -0.07
H 4.058 12.352 1.390  0.15
H 3.681 10.569 -1.674  0.29
H 2.692 9.290 -0.940  0.30
Br 4.886 13.864 0.601  -0.20
O 0.211 11.817 2.305  -0.82
V 0.139 10.100 2.591  1.42
O 0.069 8.387 2.874  -0.82
C 1.448 -3.204 1.333  -0.12
O 1.790 -3.313 -0.040  -0.18
P 2.417 -1.919 -0.839  0.88
O 1.518 -0.953 -0.064  -0.74
O 1.684 -2.367 -2.236  -0.41
C 0.296 -2.642 -2.219  -0.45
O 3.193 -0.628 -1.669  -0.36
C 4.103 0.081 -0.867  -0.48
H 1.328 -4.216 1.711  -0.21
H 2.233 -2.700 1.899  0.32
H 0.497 -2.683 1.448  0.22
H -0.223 -2.113 -1.418  0.32
H 0.141 -3.720 -2.101  0.05
H -0.134 -2.332 -3.172  0.28
H 4.674 -0.641 -0.234  0.07
H 3.568 0.795 -0.238  0.28
H 4.797 0.625 -1.513  0.28
C -3.539 6.449 3.678  -0.67
N -3.774 7.834 4.161  0.87
O -2.859 8.629 4.045  -0.50
O -4.868 8.073 4.638  -0.52
H -2.528 6.384 3.281  0.25
H -3.665 5.780 4.527  0.28
H -4.273 6.244 2.900  0.28
F 0.373 -5.577 2.909  -0.21
P -0.459 -6.925 2.725  0.76
F -0.880 -8.280 3.458  -0.28
F -0.481 -7.748 1.351  -0.32
F -1.428 -6.109 1.756  -0.19
F -1.383 -6.442 3.939  -0.30
F 1.063 -7.385 2.888  -0.24
C -3.601 -7.039 -0.742  -1.49
C -2.863 -8.259 -1.282  -0.05
N -3.474 -9.527 -0.904  0.12
C -2.616 -10.682 -1.161  -0.58
C -2.260 -10.992 -2.613  -0.98
C -4.876 -9.694 -1.268  -0.81
C -5.244 -9.560 -2.744  -0.69
H -3.727 -7.101 0.342  0.36
H -3.030 -6.133 -0.963  0.39
H -4.585 -6.923 -1.203  0.27
H -1.846 -8.224 -0.872  0.20
H -2.765 -8.162 -2.371  0.27
H -3.068 -11.571 -0.709  0.40
H -1.681 -10.534 -0.606  0.20
H -3.102 -11.427 -3.151  0.21
H -1.451 -11.728 -2.642  0.42
H -1.914 -10.109 -3.155  0.27
H -5.465 -8.962 -0.704  0.36
H -5.234 -10.662 -0.900  0.38
H -4.776 -8.691 -3.214  0.07
H -6.327 -9.435 -2.840  0.41
H -4.977 -10.451 -3.312  0.25
Ca 0.936 -6.484 0.493  1.66
Cl 5.266 -1.316 1.283  -0.65
C -6.069 -6.592 -5.196  -1.41
C -5.007 -5.706 -4.599  0.82
O -3.874 -6.111 -4.366  -0.64
N -5.342 -4.417 -4.319  -0.14
C -6.618 -3.763 -4.523  -0.84
H -5.659 -7.587 -5.365  0.31
H -6.913 -6.677 -4.508  0.37
H -6.400 -6.187 -6.154  0.45
H -4.584 -3.881 -3.922  0.22
H -6.466 -2.913 -5.191  0.29
H -6.977 -3.401 -3.557  0.28
H -7.358 -4.432 -4.954  0.32

Atoms 1-2, force components in eV/Å:
0.240 -0.428 -0.023
-1.575 0.848 -0.797

Properties
* total charge: +1
* HOMO: -9.13 eV
* electronic energy: -218343.1042 eV
* LUMO level: -6.79 eV